Record 1
15
Properties=species:S:1:pos:R:3 method="wB97M-V/def2-TZVPD" gap_ha=0.30472 total_charge=+1 e_homo_ev=-13.43 e_above_lowest_kj_mol=365.55
H 0.17320 -2.40886 -0.15533
C -0.63609 -1.68341 0.15683
C 1.43223 0.61624 0.33930
N -0.65020 -0.43444 -0.07668
H 0.19047 0.98734 -1.29954
H 1.13585 0.82423 1.29638
N 2.63434 0.84007 0.16703
H -1.33043 1.58606 0.19117
H -1.44121 -1.95398 0.89933
H 1.04985 -0.44026 -1.37503
C 0.42059 0.14433 -0.79930
H 3.23025 0.94216 -0.61409
H -1.89596 0.16750 1.31074
H -2.57669 0.35058 -0.38569
C -1.73620 0.46244 0.34488

Record 2
9
Properties=species:S:1:pos:R:3 method="wB97M-V/def2-TZVPD" gap_ha=0.33124 e_homo_ev=-9.81 e_above_lowest_kj_mol=444.31
C 0.63728 0.20068 -1.29393
C -0.25871 -0.29525 0.96399
C -0.50412 -0.16393 -1.63376
H 0.07234 -0.94025 1.82807
O 1.93607 0.26158 0.82168
H -0.69504 0.61186 1.40429
H -1.04940 -0.52923 -0.21238
H -1.19598 -0.36611 -2.41585
C 0.96568 0.08492 0.14253

Record 3
135
Properties=species:S:1:pos:R:3 method="wB97M-V/def2-TZVPD" gap_ha=0.33801 e_homo_ev=-10.05 e_above_lowest_kj_mol=0.00
O 4.29979 -4.27335 -1.34939
F -5.46719 -2.19130 -1.98069
C 3.69628 -2.31144 3.10934
H -1.30412 2.56330 4.43928
O -3.40773 -6.81651 0.22387
O -3.65774 0.66960 4.55283
C -0.13532 4.28717 2.39686
C -4.44803 -2.10178 -2.76583
O -3.31335 1.09412 -2.55578
O -2.97386 -0.93353 -1.57651
H -2.47365 -2.83386 -2.42017
H 3.89054 3.91858 -0.58817
F 3.26439 3.55787 1.65767
H 5.46173 -2.65031 -2.02196
H 5.13878 3.71588 1.97837
H 4.54274 -2.45448 3.78102
O 3.08212 -1.01724 -6.51089
C -0.31279 2.57585 -3.42445
C -1.78733 5.80794 1.92698
H 3.69048 2.24084 5.22668
O -1.55972 3.06876 -3.80986
F -0.36448 -4.70803 -0.34467
H 2.97025 -1.31652 -1.65528
O 2.53524 -5.54952 -0.65324
O 0.32860 -1.07396 0.94614
C 3.21561 1.15078 -3.86911
C 0.59169 -0.17383 1.89877
H 3.37867 -1.28544 3.29524
H -4.01807 -0.73360 0.45562
F 0.59501 4.94357 0.35528
O -2.93876 6.25118 1.87042
C 3.40738 -0.43597 -5.48155
O 0.65771 -0.38165 3.09123
H -1.22216 -0.46812 -0.08027
C -0.23870 -2.51869 -4.85889
O 2.47287 -3.74577 4.54932
O -2.49256 -4.69139 0.49728
O 2.53388 0.32850 -4.77283
H -0.28742 1.58783 -0.50974
H 1.36320 5.80459 1.95872
O 0.62093 3.52038 -3.70209
H -1.65275 1.02316 3.47240
H 2.84011 1.14351 -2.84585
H -2.20560 5.00335 -4.04247
O -0.55595 -4.41513 -6.13313
O -2.42307 -3.97778 4.10232
C 4.22516 1.02482 0.63403
O 1.89280 -3.64946 2.45054
C -0.00148 4.76839 -3.88351
H -3.42851 -2.84520 -0.96501
O -1.53724 -2.56031 -5.41629
H 1.31340 -3.84161 -5.15407
C -0.13927 -0.36493 -0.14963
O 4.68101 -0.17118 -5.07499
H 0.38832 -5.50977 1.68645
H 2.08537 2.60493 4.61986
H -5.60952 3.70642 -0.72055
C 4.43487 3.07811 1.44372
O -1.46357 -6.30496 1.35502
N -4.11809 -1.84007 2.17288
F -3.17703 5.37162 -1.53869
H 3.20650 2.10421 -4.39731
H 4.73596 -2.66037 -0.39802
H -3.62987 3.60906 -2.34380
N -2.24024 -3.12526 4.93437
C -1.40354 4.33124 -4.34756
O -1.42128 4.77218 2.75508
O -3.01122 -2.97019 5.87158
F -1.38397 4.20879 -5.63527
C -2.90811 2.65954 0.36005
F 4.87766 -0.02817 -2.82466
O 3.95340 -0.15151 0.54292
H 0.39435 4.15313 3.34004
C -3.49277 4.03735 -1.35089
H -0.41649 -2.66270 3.95823
H -1.17232 -1.29069 4.81101
C -2.56884 -6.02119 0.60040
O -2.47510 -3.65094 -7.19303
O 2.33203 -3.23540 -1.39418
H -0.96095 -5.04770 2.80289
H 0.52921 5.36873 -4.62247
N 2.61057 -3.30201 3.40713
C 2.98336 -4.48983 -1.06364
H -1.07450 -3.26219 0.87092
H -5.63243 -1.50237 0.74582
C 4.57086 -2.90417 -1.44749
N -2.97247 1.54138 4.97110
H 0.06640 5.25885 -2.91245
O -0.08865 1.43663 -3.00928
H 3.95994 -2.44365 2.06001
C -0.97800 -2.36275 4.84301
H -5.04571 -0.02910 1.70767
C -1.12618 -4.33160 0.66647
O -2.20022 2.00875 1.06313
C -4.62116 3.94898 -0.33013
C -3.24198 -2.28155 -1.87913
C 4.62193 0.67272 -3.92637
C 0.23106 -3.93688 -5.06710
H -1.01239 1.11406 5.26284
H -0.11431 3.30976 1.91486
O -2.92720 -1.72643 2.33788
O 2.68939 1.38756 7.11498
O 0.77868 1.03519 1.26848
H 5.54816 3.36337 -0.39454
C -3.43670 -0.12176 -2.52217
C 0.40871 5.45293 1.56707
O 1.26093 0.33296 5.89431
O -4.83169 -2.65186 2.83251
H -0.41399 -2.62328 5.73862
H -0.27450 -2.17247 -3.82596
F 0.26946 -1.03602 -1.23663
C -1.60785 1.51648 4.44334
H 0.32132 -1.73711 -5.37232
O 4.09027 1.81773 -0.41208
C -0.66830 -5.25680 1.77394
C -1.62468 -3.57549 -6.32987
H 5.30793 1.51972 -3.91653
H -4.72245 4.85917 0.26096
O 4.55985 1.72280 1.75130
F 3.31063 -2.26717 -3.29850
C 3.22639 -2.33981 -1.92982
H 2.94596 1.09952 4.05695
O -0.68918 6.37025 1.40797
O -4.27494 -0.82936 -3.28788
C -4.79929 -0.95250 1.18354
O -4.12160 3.01463 0.61792
F -0.06914 -4.65536 -4.03268
C 0.51368 1.00044 -0.06106
H 1.42904 1.05796 -0.65006
C 2.76073 1.78984 4.87990
O -2.50534 3.30351 -0.68734
H -4.52212 -2.86597 -3.53954
C 4.51301 3.15228 -0.12620
O -3.34856 2.38368 5.79497
N 2.13885 1.12174 6.05930

Record 4
8
Properties=species:S:1:pos:R:3 method="wB97M-V/def2-TZVPD" multiplicity=2 s_squared=0.79 gap_ha="0.16328 / 0.21767" e_homo_ev="-5.35 / -6.84" e_above_lowest_kj_mol=0.00
H 1.76640 1.27693 -0.55863
C 0.97020 0.67294 -0.12948
O -0.39353 -0.98202 -0.10430
O -1.40352 1.28042 0.32481
C 0.93496 -0.74700 -0.03932
H 1.61264 -1.43432 -0.56547
C -0.40905 0.87553 -0.28955
Rb -3.07809 -0.94248 1.36194

Record 5
75
Properties=species:S:1:pos:R:3 method="wB97M-V/def2-TZVPD" multiplicity=7 s_squared=12.61 gap_ha="0.24271 / 0.28160" total_charge=+3 e_homo_ev="-17.13 / -17.14"
H 1.37397 -2.03764 2.58095
H 1.94031 1.02294 -3.94099
S -0.61141 -1.59459 -1.97017
H 2.56656 2.99129 2.40279
C 1.68226 2.63604 1.85061
P -2.22935 1.96567 0.48238
H -2.70626 -2.54405 -6.35117
H -0.92698 -2.51152 5.97780
H 0.80130 -4.82016 -5.32354
C -0.73226 -1.48841 5.64385
H 0.82405 2.59826 2.53622
H 0.58250 3.83854 -1.16426
H -3.78212 3.12546 2.01995
C -1.92047 -2.80777 -5.63847
H 1.45439 3.32946 1.03194
C -3.64176 1.55637 -0.62437
H 0.31789 -1.38236 5.35356
O -1.63139 -1.30094 4.50592
H 2.87731 -0.81391 2.72379
H -0.81157 3.92002 0.47406
C -0.48580 1.54546 5.12847
C -3.09178 2.27480 2.07632
C 2.60212 0.24315 2.82589
H -1.02986 -4.30598 -6.94970
C 0.34731 -2.37446 2.34585
P 0.59447 1.56851 -2.03464
H 0.06361 1.77141 -4.38625
H 1.94518 -2.94457 -0.09587
H -4.44529 2.30642 -0.56601
H -0.07219 -2.95274 3.17597
H 1.15303 -5.66855 -1.32671
C 1.23864 -4.85883 -0.58892
H -1.45453 1.37752 5.62264
H 3.49461 0.81450 3.13432
H 0.83766 -5.06101 0.41131
H -3.29269 1.48127 -1.66581
C 0.08872 -3.45264 -3.82173
P -1.56674 -0.20907 3.35166
C -1.87584 -2.15408 -4.39452
H -3.65279 1.37950 2.37278
H 0.87667 -3.71662 -3.11610
H -1.66407 3.77063 -1.09164
H -0.82436 2.97661 -3.43366
C 1.30518 3.20262 -1.68813
H -1.35743 1.26600 -3.44443
H 0.39752 -2.99685 1.43872
C 0.04158 -4.08267 -5.06104
H 1.56031 3.67329 -2.64929
C 3.61728 1.07853 0.38338
H -1.69936 -1.44405 -0.98914
O -0.36310 0.82504 3.86456
H 4.36403 1.45816 1.09714
H -2.61294 -1.39813 -4.13232
H -2.50449 4.41474 0.34057
H -4.05387 0.58015 -0.32537
H -0.37942 2.61557 4.92944
H -2.34600 2.48991 2.85233
C 1.86300 -3.71928 -0.86803
Tb -0.41503 -0.18064 0.07462
H 0.32607 1.21533 5.78267
H 2.94654 1.05246 -2.46425
C 1.98539 0.73876 -2.88101
C -0.97514 -3.78295 -5.98371
C -0.84948 -2.46860 -3.46821
C -1.76833 3.67569 -0.00465
P 2.00526 0.92983 1.23484
H 3.91668 0.07426 0.05044
H 3.57044 1.73432 -0.49326
H -1.01043 -0.78082 6.43169
H 2.21376 3.10646 -1.08508
H 2.28471 -3.46967 -1.84626
O -0.49297 -1.23400 2.02792
H 1.81952 0.34919 3.59109
H 1.88519 -0.35205 -2.80477
C -0.48750 1.93548 -3.45497

Record 6
101
Properties=species:S:1:pos:R:3 method="wB97M-V/def2-TZVPD" multiplicity=2 s_squared=1.03 gap_ha="0.24059 / 0.24907" total_charge=-1 e_homo_ev="-4.55 / -4.43"
C -2.34486 -2.29982 0.42340
H 4.89364 2.22898 -4.03600
H -1.91836 -2.28452 -2.94640
C -3.63296 3.71168 -0.56550
O 0.99404 0.47248 -4.04150
N -0.63816 2.19008 -2.15270
O 1.72004 -1.47582 -2.01880
H 4.14164 -4.05412 -4.16210
C -1.97336 2.19128 5.57180
C -3.35306 -2.42472 1.36540
C -0.55596 3.46608 -2.51060
H -6.02226 -2.38452 -0.69710
C 2.05194 -3.93722 3.09800
C -2.41246 3.45778 0.02960
H 0.28084 -0.64102 4.24100
H 2.05804 2.31778 6.76450
H -5.47356 -2.53872 1.70520
C 1.62544 -4.67902 2.00770
C -4.99016 -2.36702 -0.37440
C -4.20816 1.39178 -0.37650
N 3.04174 -3.19502 -2.57370
C -2.06696 2.16108 0.38700
H -3.09816 -2.48772 2.41570
C 3.39194 -4.31782 -3.40650
C 3.38214 2.36498 -2.50930
C 1.94704 1.19418 -3.76950
Ru 0.70854 0.65848 -1.14880
H -1.68936 4.73648 -3.91490
H 3.22624 2.00968 2.65720
H 1.97524 -2.67802 -4.95580
H -2.68976 0.11958 0.44090
H 1.65294 -5.75932 2.04410
H 3.80644 -5.10502 -2.77330
C -1.08206 3.13728 5.09190
H -2.76086 -0.15262 -3.35420
H 3.42404 3.11648 4.86280
H -1.70096 4.25518 0.19570
C -4.68116 -2.45162 0.97260
H 0.06724 3.80448 3.40300
C -2.23676 2.60598 -3.69260
H 0.17304 4.12348 -2.07060
C 1.14504 -2.65402 0.82990
H -0.66456 -2.49142 -1.69670
C 0.01324 0.22888 0.89000
H -2.32866 2.24718 6.59400
H 4.93844 -2.81012 -1.78770
C -1.57096 -1.94352 -1.95920
C -2.64826 -2.19292 -0.93140
H 3.34274 1.05038 -5.42240
H -1.31656 -2.25982 0.74920
P -0.45666 1.88608 1.21630
C -2.97076 1.12818 0.18240
C -1.92626 0.24478 -2.75790
C -1.53186 3.77578 -3.45980
P 1.55244 -0.09832 1.66450
H 2.42064 -4.44232 3.98160
H -5.49546 2.87858 -1.22040
C 2.87804 1.82728 -4.81260
H 0.59084 -3.35232 -4.07050
H 2.29074 2.46338 -5.47730
H -0.73296 3.93148 5.73950
C 2.74354 2.28848 4.73060
C -1.65506 1.62218 -2.87150
C 2.63674 1.67548 3.49800
H 2.51884 -4.72212 -3.91500
C -2.41226 1.17358 4.73730
C 1.28494 -2.51542 -4.13320
H 3.58144 -2.05142 -0.93530
O 3.90884 2.87188 -1.54910
C 0.98194 0.16988 4.39090
H 0.72344 -1.59992 -4.31020
C -1.95236 1.09448 3.43740
S 0.83074 3.33108 0.85100
C -0.62566 3.06708 3.78640
C 1.17914 -4.03342 0.86470
H 0.50324 0.43368 6.45540
H -2.28706 0.29848 2.78430
C -1.05466 2.04098 2.95570
C 3.91244 -2.95412 -1.44480
H 3.87984 3.66848 -4.16090
H 3.88014 -3.78982 -0.74320
C 1.76304 0.60928 3.32520
H -3.11376 0.43448 5.10290
H -3.05996 2.46458 -4.37000
C -3.98236 -2.24122 -1.31530
H -3.87726 4.71398 -0.88600
H -4.91386 0.58488 -0.52480
H 0.83454 -2.11552 -0.05900
N 2.30914 1.53428 -2.52610
C 3.86954 2.59748 -3.95940
C 2.02614 -2.33422 -2.83120
C 1.53724 -1.90352 1.93480
N -1.22826 -0.53642 -2.00680
H 2.35654 -1.97912 3.91620
C 1.97944 1.84118 5.79620
H 0.86154 -4.60802 0.00340
C -4.53576 2.68058 -0.76200
S 3.14964 0.24118 0.53480
C 2.01784 -2.55342 3.06390
C 1.10194 0.78078 5.62260
H -4.23546 -2.17992 -2.36560

Record 7
66
Properties=species:S:1:pos:R:3 method="wB97M-V/def2-TZVPD" gap_ha=0.26276 total_charge=+1 e_homo_ev=-10.66 e_above_lowest_kj_mol=9.86
H 3.12258 3.27151 -0.77985
C 3.98482 -2.54092 -4.49460
C 0.90829 -3.46830 -0.34373
C -0.13979 -0.32675 3.02121
H 1.57644 -2.96613 -6.83546
O 1.87150 0.51314 1.29222
H -5.55540 0.01541 2.42274
C -0.42683 -4.11063 1.56866
H 3.97605 -3.41379 -6.45208
C -4.84495 -0.07106 1.61195
C -2.11183 -0.63290 -1.59975
Ru 0.38261 -0.25234 -0.09313
H -0.68070 3.10035 4.71826
H 4.67270 -0.12970 0.71710
C -1.02113 1.92521 2.96032
C -0.53487 2.13861 4.24538
H 3.94251 1.73539 2.96764
H 0.26942 -6.78905 -0.37638
H 1.57930 3.32656 0.10253
O 1.71215 -0.61828 -1.57328
H 4.32506 3.11953 1.91775
H 0.47542 1.28073 5.93239
C -2.96255 -0.33260 -0.45217
H -4.64130 -0.88974 -1.64557
H 3.68468 -1.60970 -2.58104
H -0.92757 -6.18280 1.70004
H 2.71374 2.97738 2.66484
C -2.58302 0.09840 0.82944
H 1.46136 -5.05001 -1.67046
C -4.32754 -0.57380 -0.65876
H -1.55827 2.69331 2.41884
C 2.03929 -2.67059 -5.90339
H -2.60830 -0.89204 -2.53104
H -3.19118 0.50703 2.84006
H 5.03494 -2.73839 -4.32488
C 0.26342 -5.76199 -0.03656
C -0.82044 0.69563 2.37664
O -1.24764 0.43893 1.07252
N -0.83271 -0.67394 -1.59354
H -0.95568 -3.82803 2.46722
N 0.20034 -1.75917 1.24537
C 1.87850 -1.65983 -3.72830
C 0.30188 -0.11513 4.32008
C 2.30944 2.67042 -0.37178
P 2.93524 1.48644 0.82603
C 0.23126 -3.14020 0.82119
C 3.54316 2.42435 2.22337
C 3.23245 -1.90638 -3.51770
H 3.97858 0.21460 -0.87805
H 0.80134 -0.92805 4.83012
H 0.23100 -1.85036 -5.08234
H 1.44935 -2.70706 -0.88282
C 0.92642 -4.78726 -0.76769
C -0.40993 -5.42282 1.13081
H 5.13718 1.36058 -0.14098
C 3.38924 -2.92153 -5.68774
N 0.07195 -1.61315 2.47460
C -5.26446 -0.44571 0.34649
N -0.21350 -1.05145 -2.77884
H -6.30694 -0.64930 0.14793
C 4.32313 0.66283 0.05500
C 1.28281 -2.04465 -4.92859
C 1.08470 -1.02865 -2.64875
C 0.11861 1.11827 4.92488
C -3.50752 0.20308 1.85341
H 1.83523 2.13562 -1.19723

Record 8
13
Properties=species:S:1:pos:R:3 method="wB97M-V/def2-TZVPD" smiles="CC1=CCN=C1" gap_ha=0.38047 e_homo_ev=-9.34 e_above_lowest_kj_mol=71.58
N 1.93581 -0.37247 -0.03246
H -1.04173 -0.76039 1.60259
C -0.30263 0.25166 -0.18721
C 1.07264 0.28158 -0.72225
C -1.47870 0.91564 -0.84299
H 1.37110 0.82489 -1.61851
H -2.21073 1.23605 -0.09453
H -1.16193 1.79300 -1.42220
C 1.18070 -0.99513 1.04607
H 1.64594 -0.83213 2.02801
H 1.20477 -2.07763 0.85055
H -1.98488 0.22762 -1.53514
C -0.23035 -0.49270 0.92806